Record 1
42
Properties=species:S:1:pos:R:3:forces:R:3 method="wB97M-V/def2-TZVPD" de_lowest_ev=3.4626 e_tot_ha=-3915.0049 e_lumo_ev=-10.4 e_homo_ev=-14.01 homo_lumo_gap_ha=0.1321 total_charge=+2
I -2.74441 6.82224 0.26296 -0.316 -0.207 -0.078
I -5.01504 5.49839 -0.27587 0.399 0.140 0.085
Ga -0.42882 0.74146 0.01346 3.528 -6.117 -0.085
P 0.03411 0.85842 -2.25464 1.225 -0.691 -3.583
C -0.58620 2.31500 -3.17707 -0.379 0.230 1.072
C 1.82448 0.84016 -2.64130 0.235 0.432 1.196
H 1.99529 0.81177 -3.72300 -0.358 -0.054 0.183
H -0.29907 -0.50783 -4.26133 0.143 0.234 0.300
H 2.26373 -0.04187 -2.16842 -0.056 0.275 -0.343
H -0.23960 -1.47930 -2.75458 -0.079 0.259 -0.345
H -0.17064 3.22595 -2.73770 -0.007 0.037 -0.186
H 2.29307 1.73305 -2.21870 -0.021 0.064 -0.174
C -0.61470 -0.56094 -3.21368 -0.876 -0.201 0.938
H -0.30560 2.25979 -4.23399 0.075 -0.239 0.268
H -1.70664 -0.56353 -3.15863 0.013 0.089 -0.165
H -1.67525 2.36076 -3.09203 0.032 0.061 -0.174
P -0.74269 0.37326 2.28022 0.022 -1.490 3.561
C -1.68536 1.62834 3.22530 -0.023 0.468 -1.075
C -1.61777 -1.19088 2.65870 -0.505 0.024 -1.179
H 1.42231 -0.56514 2.75112 -0.179 0.186 0.342
H 0.62638 -0.03914 4.27026 -0.278 0.003 -0.296
H 1.36898 1.15981 3.16980 -0.075 0.028 0.169
C 0.82018 0.21581 3.22258 0.596 0.645 -0.923
H -1.08004 -2.00644 2.16849 -0.182 0.178 0.338
H -1.66449 -1.36656 3.73895 0.220 0.290 -0.178
H -1.76862 1.34592 4.27995 0.170 -0.185 -0.274
H -2.68596 1.72911 2.79588 -0.025 0.022 0.187
H -2.63065 -1.14471 2.24985 -0.045 0.049 0.175
H -1.18111 2.59528 3.14668 -0.068 0.000 0.175
C -1.33713 2.31929 0.02625 -6.178 10.772 0.100
O -1.92131 3.33346 0.03426 3.080 -5.470 -0.060
O 1.62125 -1.92556 -2.21418 -1.046 2.324 -1.845
C 1.48970 -2.14262 -1.04141 0.533 0.144 -2.508
C 2.20171 -3.39861 -0.73312 1.245 -1.493 -0.991
C 1.95543 -3.55030 0.66355 0.871 -1.726 1.044
C 1.14516 -2.35437 0.97209 -0.244 -0.407 2.264
O 0.87477 -2.37958 2.13742 -1.714 1.917 2.138
N 0.80510 -1.39115 -0.02884 1.441 -2.348 -0.090
H 1.78294 -4.25088 -1.31517 0.430 0.926 -0.074
H 3.29032 -3.28513 -0.94681 -0.943 0.001 -0.366
H 1.38069 -4.48024 0.87592 0.371 0.841 0.398
H 2.90550 -3.54251 1.24677 -1.030 -0.010 0.059

---

Record 2
39
Properties=species:S:1:pos:R:3:forces:R:3 method="wB97M-V/def2-TZVPD" de_lowest_ev=2.9597 e_tot_ha=-842.7758 e_lumo_ev=0.8 e_homo_ev=-8.81 homo_lumo_gap_ha=0.3522 total_charge=0
C -3.62045 -1.56564 1.18620 -0.023 0.022 -0.003
H -3.80127 -1.66435 2.25536 -0.091 0.036 -0.026
O -2.31588 -2.05135 0.96324 0.155 0.004 0.148
C -1.95899 -2.16443 -0.39478 0.042 0.147 -0.344
C -1.66266 -0.82642 -1.09112 -0.129 -0.554 0.076
N -0.50805 -0.18103 -0.49677 -0.140 -0.159 0.074
C 0.69892 -0.34533 -1.10766 0.147 0.236 0.142
O 0.81081 -0.73292 -2.25428 0.129 -0.187 -0.302
N 1.80500 0.01268 -0.32392 0.115 -0.011 -0.165
C 2.04646 -0.74921 0.89421 0.205 0.131 0.316
H 2.48859 -1.72643 0.64379 -0.089 0.038 0.044
C 3.04564 0.03001 1.75166 -0.287 -0.234 0.077
H 2.60588 0.99855 2.03890 0.001 -0.087 0.002
O 4.25296 0.23972 1.05890 0.135 -0.083 0.053
C 4.03108 0.92301 -0.15513 -0.098 0.004 -0.354
H 3.63080 1.92748 0.05269 0.050 -0.057 -0.045
C 3.05328 0.16910 -1.05548 0.182 0.188 0.050
H 3.47676 -0.80702 -1.33139 -0.040 0.084 -0.026
H 2.85518 0.73225 -1.96738 0.089 -0.044 0.019
H 5.00680 1.01332 -0.63436 -0.080 0.045 -0.020
H 3.30332 -0.53143 2.65115 -0.079 0.049 -0.019
H 1.11684 -0.91802 1.43566 0.006 0.006 0.026
C -0.73928 0.71916 0.60882 -0.279 0.511 -0.009
H 0.22366 1.06882 0.97629 -0.112 -0.037 0.034
C -1.54889 1.95803 0.19558 0.249 -0.020 0.177
O -2.93051 1.66776 0.18589 0.064 -0.200 0.112
C -3.72328 2.77834 -0.14635 -0.015 0.079 -0.038
H -3.48707 3.14825 -1.15147 -0.034 0.007 0.021
H -3.58035 3.59493 0.57173 -0.023 -0.004 -0.021
H -4.75851 2.44464 -0.11552 -0.019 0.091 -0.025
H -1.35525 2.76912 0.91455 -0.005 -0.043 -0.058
H -1.22518 2.29734 -0.80018 0.009 -0.006 0.087
H -1.27558 0.19825 1.40672 0.100 0.063 0.046
H -2.52275 -0.16180 -1.02179 0.050 -0.042 -0.097
H -1.43432 -1.02416 -2.14045 -0.117 0.050 0.099
H -2.74975 -2.68809 -0.95255 0.039 -0.018 0.029
H -1.05447 -2.77863 -0.40261 -0.074 0.023 -0.113
H -3.72258 -0.51487 0.89796 -0.024 -0.027 0.016
H -4.35884 -2.16305 0.63786 -0.007 -0.002 0.018

---

Record 3
40
Properties=species:S:1:pos:R:3:forces:R:3 method="wB97M-V/def2-TZVPD" de_lowest_ev=0.0000 e_tot_ha=-897.6438 e_lumo_ev=2.8 e_homo_ev=-4.70 homo_lumo_gap_ha=0.2756 total_charge=-1
N 5.12019 2.66075 2.06830 -0.132 0.063 0.057
C 4.57078 1.32164 1.80331 0.006 -0.028 -0.136
C 3.31554 1.06325 2.63074 0.055 0.140 0.136
C 2.05960 1.67496 2.02976 0.028 -0.023 -0.325
C 0.89075 1.84237 3.00402 0.054 -0.158 -0.162
C -0.27392 2.05099 2.03884 0.145 -0.504 0.077
C -0.18631 3.50756 1.43808 -0.457 -0.658 -0.349
O 0.14850 3.57254 0.24245 0.340 0.080 -0.304
O -0.48542 4.39146 2.23890 -0.041 0.741 0.639
C 0.06047 1.04598 0.96754 -0.266 -0.249 -0.225
O -0.70306 0.46989 0.21578 0.407 0.267 0.210
N 1.45874 0.81960 0.98118 -0.307 0.540 0.029
H 5.46078 3.09310 1.21916 0.030 -0.049 0.010
H 4.38339 3.26857 2.41037 0.019 -0.011 -0.048
H 5.33531 0.57664 2.04738 -0.041 0.037 -0.048
H 4.32084 1.19819 0.73973 0.045 -0.080 0.079
H 3.46690 1.51580 3.62163 0.050 -0.189 -0.032
H 3.16926 -0.01304 2.76064 -0.070 0.086 0.046
H 2.30711 2.65265 1.58938 -0.082 -0.006 0.134
H 0.76305 0.88895 3.53571 0.071 0.179 0.192
H 1.03150 2.66865 3.70225 -0.047 -0.075 -0.044
H -1.26050 1.85898 2.46142 0.063 0.158 -0.002
H 1.81959 0.96626 0.04527 0.108 -0.265 0.076
C -1.53147 -1.56868 -2.08757 0.026 -0.012 -0.042
C -2.16650 -2.01572 -3.39706 0.024 -0.033 0.036
C -3.66659 -2.30832 -3.28447 -0.033 0.049 -0.036
O -3.98959 -3.52191 -2.62681 0.031 -0.023 0.033
C -4.03292 -3.45109 -1.21492 -0.041 -0.011 -0.014
N -1.41622 -3.14534 -3.95768 -0.078 -0.017 -0.027
H -1.37692 -2.40892 -1.40899 -0.015 -0.012 -0.007
H -0.55634 -1.12112 -2.26600 0.007 -0.013 -0.001
H -2.13635 -0.82457 -1.57110 0.027 0.013 0.014
H -2.07992 -1.18950 -4.11124 -0.020 0.025 0.014
H -4.08197 -2.40775 -4.29167 0.003 -0.036 0.007
H -4.17861 -1.47193 -2.79068 0.025 0.017 -0.012
H -4.41652 -2.48251 -0.87984 -0.002 0.001 0.016
H -3.05239 -3.60756 -0.76054 0.002 0.024 -0.004
H -4.70698 -4.23672 -0.87259 0.004 -0.001 0.001
H -1.77318 -3.36926 -4.88138 0.015 0.016 -0.004
H -1.61064 -3.96483 -3.38929 0.045 0.015 0.018

---

Record 4
45
Properties=species:S:1:pos:R:3:forces:R:3 method="wB97M-V/def2-TZVPD" spin_multiplicity=7 de_lowest_ev=3.3694 e_tot_ha=-2668.9844 e_lumo_ev="0.1 / 0.3" e_homo_ev="-8.02 / -8.03" homo_lumo_gap_ha="0.2978 / 0.3045" total_charge=0
Tb 0.41350 -0.09900 -0.08960 2.405 -0.770 2.384
O 0.39390 -2.62900 0.35230 0.071 -0.111 -0.099
C -0.57280 -3.37410 -0.41320 -0.479 -0.260 -0.104
C -1.96570 -2.84000 -0.06540 0.681 -0.245 0.014
N -2.01930 -1.38230 -0.19010 -0.287 -0.074 -0.160
C -2.20900 -0.91120 -1.58240 0.321 0.141 -0.363
C -0.80480 -0.62090 -2.17960 -1.686 -1.814 -1.972
O -0.19190 -1.53510 -2.72820 -0.280 0.362 0.160
O -0.33280 0.53200 -1.93460 -0.164 1.491 -0.905
C -3.01990 -0.78240 0.69780 0.399 0.701 0.203
C -2.52590 0.62270 1.17550 -1.074 -0.504 0.248
O -3.27070 1.29910 1.85990 -0.056 -0.025 -0.044
O -1.33300 0.91360 0.83610 0.284 0.475 -0.004
H 1.26610 -2.92420 0.03010 -0.087 0.350 0.161
H -0.51000 -4.43270 -0.13080 -0.064 0.148 -0.061
H -0.36460 -3.26280 -1.48530 -0.034 -0.062 0.336
H -2.16640 -3.09310 0.98060 -0.014 0.052 -0.154
H -2.71210 -3.34890 -0.69500 0.070 0.092 0.082
H -2.76640 0.02890 -1.57150 0.026 -0.164 0.058
H -2.73370 -1.65450 -2.19590 0.052 0.077 0.108
H -3.15500 -1.39320 1.59520 0.089 0.066 -0.122
H -4.00390 -0.67430 0.22660 0.102 -0.025 0.021
N 0.76830 0.00110 2.43260 -0.262 -0.119 0.470
C 1.48720 1.13490 3.04710 -0.015 0.234 0.119
C 0.99380 2.48730 2.52260 0.188 -0.136 -0.072
C 1.66530 2.95210 1.22770 -0.014 0.106 0.436
N 1.06760 2.30670 0.04910 -0.332 0.311 -0.307
H -0.20910 0.07170 2.72860 0.252 -0.141 -0.017
H 1.14580 -0.86300 2.82270 -0.110 0.105 -0.154
H 2.54830 1.01800 2.82150 -0.046 -0.006 0.137
H 1.36820 1.11160 4.13910 0.044 -0.014 -0.169
H 1.19510 3.23140 3.29540 -0.048 0.025 -0.045
H -0.08730 2.44140 2.36510 -0.030 0.120 0.149
H 2.72770 2.69240 1.25820 -0.107 0.139 -0.092
H 1.57040 4.04610 1.15710 0.090 -0.226 -0.044
H 1.56140 2.62900 -0.78640 -0.214 -0.205 0.155
H 0.09520 2.62520 -0.02650 0.279 0.038 -0.112
C 5.32230 -1.46190 -2.43140 0.147 -0.287 -0.553
O 5.03070 -0.81070 -1.20880 -0.073 0.210 0.210
C 3.77600 -0.75730 -0.79310 -0.087 -0.073 0.299
S 3.49430 0.13810 0.59490 -0.088 0.176 0.279
S 2.50380 -1.52230 -1.59520 0.179 -0.174 -0.617
H 6.38140 -1.28400 -2.61560 -0.110 -0.025 0.040
H 4.71910 -1.04730 -3.24250 0.071 -0.032 0.077
H 5.12480 -2.53360 -2.36200 0.010 0.074 0.024